Record 1
2 unconnected molecules or ions with the total composition C4H9NOS2 in a non-equilibrium geometry, computed with ωB97M-V/def2-TZVPD.

Geometry as XYZ:
```
17
Properties=species:S:1:pos:R:3:forces:R:3:mulliken_charge:R:1
C -2.936 -0.958 0.090 -2.347 1.470 -2.852 0.6654
C 2.265 0.078 -0.049 -0.112 2.379 1.407 -1.1186
C -0.259 0.338 -0.669 0.264 0.666 -3.190 -0.3165
C 0.787 -0.005 0.293 -0.534 -0.217 2.061 -0.1045
N -2.446 -1.086 1.168 0.221 -0.486 1.446 -0.4598
O -3.560 -0.657 -0.878 1.331 -0.818 1.524 -0.4679
S -0.804 1.942 -0.681 1.030 1.013 0.896 -0.1496
S 0.429 -1.813 0.595 1.310 -0.593 -0.801 -0.2949
H 2.616 1.121 -0.279 -0.723 -0.749 -0.472 0.2980
H 2.336 -0.587 -0.869 1.280 -0.631 -0.677 0.3443
H 2.834 -0.074 0.889 -0.043 -0.993 -0.813 0.2901
H -0.161 -0.121 -1.754 -0.241 1.115 2.215 0.2756
H 0.592 0.571 1.279 0.125 -1.139 -1.262 0.3945
H -0.899 2.083 0.652 -0.656 -0.251 0.116 0.1602
H -1.725 -1.769 1.338 0.098 0.046 0.048 0.2843
H 0.148 3.133 -0.412 -0.586 -1.179 -1.032 0.0583
H 0.782 -2.195 -0.712 -0.416 0.369 1.385 0.1411
```
Forces are in eV/Å.

* charge: 0
* M: 151.26 g/mol
* lowest unoccupied orbital energy: 0.00829 Ha
* HOMO-LUMO gap: 0.29622 Eh
* maximum force: 3.975 eV/Å

=====

Record 2
2 unconnected molecules or ions with the total composition C9H17N2O2 in a non-equilibrium geometry, computed with ωB97M-V/def2-TZVPD.

Geometry as XYZ:
```
30
Properties=species:S:1:pos:R:3:forces:R:3:mulliken_charge:R:1
C 3.499 0.660 -0.008 1.776 1.323 0.329 -0.5810
C 2.826 -0.446 -0.305 -0.290 -1.037 0.155 0.3468
C 1.441 1.148 -0.438 0.287 0.615 -1.440 -0.4495
C -4.117 -0.261 -0.072 0.186 -2.777 1.127 -1.1991
C -1.510 -0.773 1.504 0.027 -0.432 1.411 -1.2029
C 2.904 3.084 0.074 2.023 2.331 -1.094 -0.8587
C -0.604 -2.473 -0.746 3.223 -1.950 -1.154 -0.4712
C -2.805 0.469 -0.313 0.722 0.597 -2.543 -0.2162
C -1.809 -0.541 0.087 -0.914 0.285 -0.173 0.7484
N 2.666 1.734 -0.171 -2.552 -2.936 0.436 0.2175
N 1.536 -0.157 -0.616 -0.126 0.147 0.641 -0.2624
O 3.217 -1.731 -0.290 2.012 -2.318 0.752 -0.5773
O -1.550 -1.338 -0.862 2.079 -0.624 0.707 -0.2061
H 4.493 0.747 0.365 0.468 0.252 -0.003 0.3962
H -4.350 -1.033 -0.829 0.710 -0.019 0.488 0.3178
H -4.873 0.409 -0.266 -1.921 1.738 0.303 0.4359
H -4.180 -0.738 0.993 -0.121 1.092 -1.953 0.2906
H -0.429 -0.665 1.701 -0.082 -1.157 -0.350 0.3109
H -2.028 -1.806 1.761 1.509 1.982 -0.135 0.4259
H -1.833 0.060 2.187 -0.609 -0.913 -0.985 0.3631
H 1.998 3.586 0.366 -0.241 0.288 -0.056 0.3338
H 3.683 3.270 0.820 -0.364 -0.403 0.256 0.3237
H 3.374 3.542 -0.851 -0.914 -0.162 0.834 0.2966
H -0.805 -3.123 -1.702 0.146 1.266 2.258 0.3417
H -0.543 -3.030 0.218 -1.566 0.362 -0.597 0.3199
H 0.539 1.672 -0.783 0.678 0.212 0.507 0.4434
H -2.642 0.631 -1.489 -0.539 0.065 2.694 0.2693
H -2.838 1.406 0.277 0.545 -0.590 -0.415 0.3596
H 0.608 -2.257 -0.720 -3.301 0.848 -0.801 0.1181
H 4.134 -2.044 0.108 -2.851 1.915 -1.198 0.3653
```
Forces are in eV/Å.

* charge: +1
* M: 185.25 g/mol
* lowest unoccupied orbital energy: -0.15501 Ha
* HOMO-LUMO gap: 0.25629 Eh
* maximum force: 3.939 eV/Å